1.
Formula: C35H42N5O3PRuSeTe
Source: the Open Molecules 2025 dataset
Level of theory: the ωB97M-V functional and the def2-TZVPD basis

```
89
Properties=species:S:1:pos:R:3
Ru 2.21382 -0.64950 0.12134
O 6.22092 0.04562 -0.70455
C 5.07406 0.22572 -0.39881
O 4.22975 -0.74403 -0.11586
C 4.50178 1.64633 -0.25130
P 2.69646 1.50852 -0.18810
C 2.16873 1.34849 -1.92021
C 0.87450 1.73024 -2.27794
C 0.36144 1.39539 -3.51600
C 1.14308 0.68146 -4.41818
C 2.44336 0.33190 -4.08578
C 2.95982 0.66150 -2.84270
C 2.02947 3.02280 0.52548
C 1.22067 3.01896 1.65775
C 0.77014 4.22017 2.19025
C 1.11141 5.42002 1.58637
C 1.91159 5.42860 0.45043
C 2.37546 4.23598 -0.07615
H 4.78187 2.25931 -1.10944
H 4.93152 2.11461 0.63544
H 0.27247 2.30236 -1.58194
H -0.64490 1.69076 -3.78341
H 0.74105 0.41141 -5.38523
H 3.06010 -0.21029 -4.78897
H 3.97083 0.35450 -2.60836
H 0.92522 2.08568 2.10148
H 0.14904 4.21585 3.07556
H 0.75497 6.35414 1.99957
H 2.17657 6.36535 -0.02022
H 3.00033 4.24702 -0.96149
C 2.34875 0.24795 3.89533
Te 2.86392 -1.34122 2.56587
C 4.92626 -0.89241 2.74861
H 2.77128 0.00666 4.86885
H 1.26530 0.31277 3.98343
H 2.76386 1.18419 3.53793
H 5.09588 0.15643 2.52279
H 5.47564 -1.52382 2.05764
H 5.20041 -1.10853 3.77908
C -4.46077 0.94098 1.50936
C -3.94700 2.36619 1.31346
C -2.42323 2.51264 1.29739
C -1.70973 2.17259 -0.00773
N -1.96840 0.83436 -0.53543
C -1.44042 -0.31843 -0.08456
Se -0.09271 -0.43756 1.23084
N -2.01970 -1.34461 -0.72326
C -1.82699 -2.78103 -0.49591
C -2.98852 -3.41402 0.26040
C -2.99246 -3.08029 1.75026
C -1.87293 -3.77281 2.52031
C -2.93601 -0.84090 -1.63686
C -3.76920 -1.48078 -2.54780
C -4.57073 -0.67219 -3.32782
C -4.54583 0.72438 -3.20478
C -3.71535 1.35858 -2.30224
C -2.90069 0.54386 -1.52347
H -5.50489 0.94963 1.82067
H -3.89255 0.43572 2.29271
H -4.40557 0.33559 0.60543
H -4.32136 2.97357 2.13957
H -4.37280 2.80967 0.40769
H -1.98840 1.92943 2.11493
H -2.16724 3.55612 1.49052
H -0.63576 2.27826 0.12553
H -2.01948 2.86684 -0.78981
H -0.90271 -2.89898 0.06284
H -1.69604 -3.24063 -1.47542
H -2.89231 -4.49491 0.12955
H -3.93463 -3.12723 -0.20481
H -3.95681 -3.36877 2.17264
H -2.92046 -1.99671 1.88267
H -1.91204 -4.85322 2.37022
H -1.95733 -3.58136 3.59005
H -0.88685 -3.42635 2.20421
H -3.78823 -2.55718 -2.64388
H -5.23298 -1.12380 -4.05292
H -5.19239 1.31870 -3.83518
H -3.70590 2.43589 -2.21665
N 2.77561 -5.27880 0.41038
C 2.36716 -4.08682 -0.05306
O 2.94146 -3.02626 0.30817
C 1.26511 -4.03491 -0.98090
C 0.39597 -5.10885 -1.26276
N -0.33984 -5.97317 -1.46756
C 1.03174 -2.74078 -1.41649
N 0.97356 -1.59554 -1.61858
H 3.54775 -5.30964 1.05216
H 2.37206 -6.13743 0.07732
```

Summary:
Kohn-Sham gap (spin up / spin down), eV: 6.767 / 6.626
LUMO (spin up / spin down), eV: -3.74 / -3.92
Charge: +1
2S+1: 2

***

2.
Formula: C35H42N6O4S2Ti
Source: the Open Molecules 2025 dataset
Level of theory: the ωB97M-V functional and the def2-TZVPD basis

```
90
Properties=species:S:1:pos:R:3
Ti -1.15011 0.82710 1.69154
C -3.27397 -2.02140 2.80658
C -1.79242 -2.11144 3.01795
C -1.26681 -3.34234 3.54710
C 0.05178 -3.44406 3.91500
C 0.85173 -2.32537 3.80642
C 0.31998 -1.16431 3.35605
N -0.96703 -1.06150 2.88202
C 1.04237 0.15059 3.46219
C 2.34354 0.36038 3.91968
C 2.83467 1.64825 3.93137
C 1.93635 2.72455 3.76797
C 0.63001 2.44422 3.42275
N 0.25084 1.17671 3.20449
C -0.45328 3.39777 3.16869
C -0.34543 4.76906 3.36102
C -1.46126 5.57500 3.07172
C -2.64324 4.96964 2.72798
C -2.68719 3.57939 2.48596
C -3.96150 2.94004 2.06201
N -1.59854 2.84146 2.67699
H -3.79233 -2.61487 3.56310
H -3.68719 -1.00998 2.80433
H -3.56580 -2.50788 1.88767
H -1.94709 -4.17627 3.64175
H 0.41711 -4.35868 4.31953
H 1.86810 -2.38660 4.16908
H 3.02193 -0.47212 4.08238
H 3.84054 1.88853 4.16354
H 2.29441 3.71391 3.82914
H 0.53161 5.22985 3.77755
H -1.44609 6.63697 3.26211
H -3.57224 5.51580 2.53276
H -4.02277 1.95746 2.50635
H -4.87391 3.47351 2.37604
H -3.98487 2.82458 1.00612
C -1.50307 2.84228 -1.08378
C -1.05543 2.10159 0.10909
O 0.08930 2.10515 0.49672
H -0.79572 2.67903 -1.87525
H -1.43229 3.88956 -0.80637
H -2.54587 2.62299 -1.36303
C 2.26525 0.01001 -5.59022
C 1.95721 1.31322 -4.91392
C 1.06678 1.12456 -3.66575
C 1.71172 0.86167 -2.33776
N 2.17244 -0.49314 -2.23640
C 2.33020 -1.10377 -1.03920
S 1.89310 -0.42071 0.44516
N 2.90214 -2.33760 -1.05605
C 3.17006 -3.16884 -2.25727
C 4.32852 -2.76383 -3.20370
C 5.62488 -2.21302 -2.61722
C 5.57983 -0.70713 -2.28801
H 2.83778 0.18817 -6.46519
H 1.35682 -0.52243 -5.84100
H 2.86836 -0.63216 -4.91294
H 1.41723 1.96991 -5.55695
H 2.87841 1.83392 -4.61333
H 0.27830 0.34027 -3.84484
H 0.51832 2.04608 -3.50743
H 0.98157 0.99610 -1.50320
H 2.52073 1.59291 -2.23454
H 2.69933 -0.93676 -2.97738
H 2.91811 -2.82117 -0.16249
H 2.25368 -3.30332 -2.82699
H 3.35842 -4.17939 -1.89542
H 3.98204 -1.98270 -3.86994
H 4.54254 -3.67200 -3.76582
H 6.38637 -2.38346 -3.33457
H 5.90866 -2.73361 -1.69102
H 5.42386 -0.17270 -3.21194
H 6.49130 -0.35980 -1.82103
H 4.77843 -0.44746 -1.57507
O -3.12657 0.46416 1.21280
C -2.79622 -0.41770 0.32281
N -1.50866 -0.51088 0.10459
S -0.77536 -1.86966 -0.70141
O -0.65411 -2.93783 0.24534
O -1.96970 -2.25198 -1.75409
C -3.34508 -2.06562 -1.42650
C -4.30677 -2.68241 -2.24698
C -5.65018 -2.49204 -1.94156
C -6.06801 -1.66603 -0.89908
C -5.10268 -0.97538 -0.19230
C -3.75301 -1.17750 -0.43937
H -4.03230 -3.37071 -2.99809
H -6.35078 -2.96498 -2.59338
H -7.09002 -1.55820 -0.62307
H -5.37182 -0.33363 0.61742
```

Summary:
Kohn-Sham gap, eV: 6.345
LUMO, eV: -6.68
Charge: +2